<i>
This record from OMol25 describes a 15-piece molecular cluster, H30O15 overall. The level of theory is ωB97M-V/def2-TZVPD.

Each line ends with the Löwdin charge.
Atoms and positions in Å:
H (-0.100, 0.367, 0.318)  0.066
H (1.933, -3.255, -1.227)  -0.022
H (2.738, 1.976, -2.095)  0.098
H (1.051, -3.410, 3.444)  0.004
H (2.167, -1.219, 1.945)  0.001
H (3.125, -1.003, 3.087)  0.041
O (2.495, -0.527, -0.811)  -0.030
H (-3.253, 3.106, 1.127)  -0.041
H (-4.203, -0.501, -0.791)  0.053
O (-0.343, -0.605, 0.590)  -0.115
O (1.513, -3.002, 2.765)  -0.049
H (2.471, -4.502, -0.444)  0.064
H (0.770, 1.995, 3.819)  0.014
O (1.559, 1.455, 3.956)  -0.089
O (-1.073, 0.923, -3.789)  -0.047
H (1.003, -3.165, 1.884)  0.100
O (-1.260, 2.049, 1.458)  -0.060
H (0.049, -1.218, -0.061)  0.040
H (-2.662, -2.823, 1.791)  0.028
H (2.891, 0.294, -0.388)  0.083
O (2.004, 2.698, -2.198)  -0.060
H (-0.653, 1.134, -4.587)  0.002
H (-2.935, -0.096, -1.501)  -0.001
O (2.668, -3.795, -1.095)  -0.027
H (0.346, -1.917, -3.755)  0.088
H (-3.048, -3.071, 3.243)  0.068
O (-0.561, -2.398, -3.740)  -0.081
H (-0.820, 0.656, -1.093)  0.075
H (1.920, 2.760, -3.119)  -0.001
O (-0.783, -0.234, -1.548)  -0.120
O (-3.907, 2.918, 0.522)  -0.020
O (-3.477, -0.849, -1.315)  -0.028
H (-1.105, 1.814, -3.373)  0.054
H (-0.660, -2.889, -2.937)  -0.001
H (0.619, 5.206, 0.044)  -0.027
O (0.783, 4.359, 0.286)  -0.014
H (1.403, 4.010, -0.372)  0.017
O (2.764, -0.557, 2.325)  -0.065
H (1.467, 0.752, 3.253)  0.020
H (-1.485, -0.773, -1.198)  0.006
H (3.053, -1.229, -0.717)  -0.034
H (-0.489, 1.490, 1.389)  -0.010
H (-3.504, 2.596, -0.284)  0.025
O (-2.513, -2.432, 2.671)  -0.095
H (-1.036, 2.883, 1.981)  0.090

---

<ii>
This record from OMol25 describes a 15-piece molecular cluster, H30O15 overall. The level of theory is ωB97M-V/def2-TZVPD.

Each line ends with the Löwdin charge.
Atoms and positions in Å:
H (2.198, 3.968, 0.419)  0.045
H (5.197, 0.556, -1.660)  0.047
H (4.046, -1.165, 1.781)  0.004
H (-1.653, -0.531, 3.499)  0.049
O (1.510, -2.641, 0.156)  -0.056
H (-2.187, -1.403, -2.019)  0.046
H (-2.597, -3.425, -0.659)  0.067
H (-3.298, 1.685, -0.643)  0.057
H (-0.705, -1.361, -1.685)  0.022
H (0.731, -0.957, -3.023)  0.029
H (-0.426, -2.816, 1.583)  0.040
H (-4.590, -1.046, 0.124)  0.023
H (2.141, 0.782, 1.508)  0.067
O (-1.421, 3.655, 2.078)  -0.050
O (-5.549, -1.124, 0.073)  -0.055
H (-5.738, -1.076, -0.871)  0.032
H (0.875, 3.464, -0.134)  0.001
O (3.929, -1.460, 2.691)  -0.062
H (1.194, 0.289, -2.286)  0.018
O (-1.792, -2.986, -0.956)  -0.051
O (2.439, 0.148, 0.846)  -0.049
H (-0.817, 3.393, 1.375)  0.005
H (-0.732, 2.976, -1.564)  0.048
H (0.088, -1.418, 1.282)  0.017
O (1.517, -0.544, -2.649)  -0.039
H (2.721, 0.698, 0.105)  0.026
H (-1.293, -3.684, -1.396)  0.068
O (-0.415, 0.973, 0.045)  -0.119
H (1.672, -1.875, -0.406)  0.010
O (-0.363, 2.133, -1.851)  -0.066
O (-0.726, -1.913, 1.430)  -0.118
O (-1.468, -0.791, -1.827)  -0.071
H (-0.702, 0.352, -0.634)  -0.008
H (-2.290, 3.399, 1.748)  0.019
H (4.279, -2.358, 2.693)  0.034
H (2.250, -2.640, 0.774)  0.030
O (1.796, 3.606, -0.379)  -0.042
O (-2.536, 1.773, -0.060)  -0.057
O (-1.581, -0.493, 2.538)  -0.082
O (4.473, 0.049, -1.276)  -0.044
H (0.543, 0.875, 0.062)  0.008
H (-1.025, 1.782, -2.458)  0.049
H (-2.884, 1.567, 0.815)  0.044
H (4.660, -0.860, -1.536)  0.046
H (-1.472, 0.446, 2.349)  0.018

---

Last place for stability: <i>

---

<i>
This record from OMol25 describes an isolated ion of composition C5H11NO and charge +1. The level of theory is ωB97M-V/def2-TZVPD.

Each line ends with the Löwdin charge.
Atoms and positions in Å:
C (-0.074, 0.257, -1.501)  0.091
N (0.179, -0.022, 0.101)  -0.152
H (-1.605, -0.771, -0.694)  0.210
H (1.254, 1.659, 0.783)  0.110
H (2.386, -2.258, 1.338)  0.090
C (0.301, 1.171, 0.979)  0.009
H (1.891, -0.832, 2.133)  0.074
H (2.231, -0.756, -0.323)  0.139
C (1.525, -1.595, 1.444)  -0.068
H (-0.255, -0.497, -2.241)  0.145
C (1.238, -1.039, 0.020)  -0.204
H (0.809, -1.938, -0.416)  0.128
O (-2.280, 1.071, -0.688)  0.320
H (0.359, 0.832, 2.009)  0.107
H (0.685, -2.137, 1.860)  0.085
H (-0.535, 1.812, 0.741)  0.089
C (-1.356, 0.310, -0.751)  -0.317
H (0.386, 1.220, -1.674)  0.143

Net charge: +1
2S+1: 2

---

<ii>
This record from OMol25 describes a 2-piece molecular cluster, C5H11NO overall. The level of theory is ωB97M-V/def2-TZVPD.

Each line ends with the Löwdin charge.
Atoms and positions in Å:
O (-0.214, -1.784, 2.063)  -0.046
H (0.198, -1.975, -0.741)  0.086
H (1.735, -1.708, -1.389)  0.096
H (-2.968, -0.239, 0.014)  0.127
H (1.570, 0.728, -1.370)  0.130
C (0.658, 0.202, -1.076)  -0.170
C (-2.158, 0.327, -0.452)  0.133
H (-2.192, 0.505, -1.525)  0.128
H (1.508, -1.333, 0.217)  0.074
H (1.514, 2.576, 0.483)  0.114
N (-1.262, 0.665, 0.375)  0.128
H (0.058, 0.255, -1.990)  0.127
H (-0.756, -1.152, 1.563)  -0.001
C (0.054, 1.015, 0.038)  -0.254
C (0.633, 2.011, 0.758)  0.256
H (0.031, 2.419, 1.565)  0.112
H (0.600, -1.278, 2.205)  0.039
C (0.991, -1.235, -0.738)  -0.079

Net charge: +1
2S+1: 2

---

<iii>
This record from OMol25 describes a 2-piece molecular cluster, C5H11NO overall. The level of theory is ωB97M-V/def2-TZVPD.

Each line ends with the Löwdin charge.
Atoms and positions in Å:
H (-1.047, 4.001, 0.020)  0.060
N (-1.305, -0.678, -0.335)  0.261
H (-0.991, 2.647, 0.768)  -0.045
H (1.655, 1.367, -1.907)  0.097
H (-1.472, -0.048, -1.069)  0.094
O (-0.814, 3.529, 0.832)  -0.006
H (0.164, -3.432, -0.171)  0.076
H (1.983, 0.323, 0.346)  0.180
C (0.954, 0.245, -0.154)  0.018
C (0.232, -3.021, 0.834)  0.087
C (-0.017, -0.659, 0.195)  -0.248
H (-1.849, -1.529, -0.243)  0.146
H (0.750, 2.233, -1.034)  0.103
H (-0.027, 0.891, -1.830)  0.089
H (0.289, -3.897, 1.494)  0.082
C (0.223, -1.688, 1.221)  -0.080
C (0.857, 1.179, -1.247)  -0.046
H (0.417, -1.464, 2.279)  0.130

Net charge: +1
2S+1: 2

---

<iv>
This record from OMol25 describes an isolated ion of composition C5H11NO and charge +1. The level of theory is ωB97M-V/def2-TZVPD.

Each line ends with the Löwdin charge.
Atoms and positions in Å:
C (-1.493, 0.383, 0.570)  -0.141
H (2.113, 0.692, -1.786)  0.104
H (0.720, -0.487, 1.992)  0.160
C (1.025, 0.160, 0.008)  -0.387
H (-1.280, -0.322, 1.390)  0.113
H (2.203, -0.895, 1.351)  0.168
H (-0.433, 1.133, -1.151)  0.138
C (2.011, -0.157, -1.113)  -0.017
H (-1.475, 1.398, 0.973)  0.127
H (-0.626, -0.576, -1.181)  0.134
O (-3.087, -0.910, -0.652)  0.091
H (3.029, -0.323, -0.749)  0.095
N (1.234, -0.657, 1.122)  0.330
C (-0.412, 0.257, -0.510)  -0.128
H (1.329, 1.190, 0.322)  0.218
H (1.706, -1.046, -1.658)  0.103
C (-2.884, -0.085, 0.191)  -0.245
H (-3.681, 0.245, 0.882)  0.134

Net charge: +1
2S+1: 2

---

Last place for stability: <i>

---

<i>
This record from OMol25 describes an isolated ion of composition C5H11NO and charge +1. The level of theory is ωB97M-V/def2-TZVPD.

Each line ends with the Löwdin charge.
Atoms and positions in Å:
H (-0.439, 0.963, -2.036)  0.056
C (1.385, 1.184, 0.929)  -0.056
H (-2.180, -0.212, 0.454)  0.090
H (-2.208, -1.592, -0.686)  0.141
N (-0.619, -1.724, 0.479)  0.231
H (-0.494, -2.621, 0.958)  0.195
H (2.237, 0.495, 1.311)  0.132
C (0.481, -0.897, 0.023)  -0.349
C (0.377, 0.601, 0.057)  -0.341
C (-1.984, -1.258, 0.332)  0.007
H (0.820, 1.673, 1.666)  0.075
O (1.343, -1.550, -0.504)  0.230
H (2.161, 1.780, 0.317)  0.130
H (-0.567, 0.829, 0.452)  0.091
C (0.450, 1.133, -1.497)  0.023
H (-2.692, -1.570, 1.175)  0.152
H (1.321, 0.558, -1.910)  0.105
H (0.606, 2.209, -1.518)  0.088

Net charge: +1
2S+1: 2

---

<ii>
This record from OMol25 describes an isolated ion of composition C5H11NO and charge +1. The level of theory is ωB97M-V/def2-TZVPD.

Each line ends with the Löwdin charge.
Atoms and positions in Å:
H (1.680, -0.830, 1.546)  0.093
C (0.611, -1.645, -0.217)  -0.224
C (0.772, -1.452, 1.366)  -0.087
H (-2.282, 2.077, -0.181)  0.107
H (0.106, -0.862, 1.954)  0.039
N (-1.469, 2.552, -0.486)  0.248
H (0.259, -0.738, -1.979)  0.154
O (0.788, 2.231, -0.322)  0.327
H (-1.708, -0.033, -0.652)  0.158
C (0.414, -0.404, -0.908)  -0.227
C (-0.319, 1.739, -0.402)  -0.402
H (-1.531, 3.530, -0.121)  0.171
H (1.756, -1.880, -0.407)  0.172
H (1.348, 0.206, -1.210)  0.168
H (1.066, -2.258, 2.044)  0.084
H (0.142, -2.608, -0.538)  0.138
H (-0.859, -0.015, 0.793)  0.154
C (-0.774, 0.390, -0.282)  -0.077

Net charge: +1
2S+1: 2

---

Last place for stability: <ii>

---

<i>
This record from OMol25 describes CH3Br2P as an isolated structure. The level of theory is ωB97M-V/def2-TZVPD.

Each line ends with the Löwdin charge.
Atoms and positions in Å:
H (-0.102, 1.121, 1.497)  -0.140
H (-0.710, -1.906, 0.104)  0.073
H (0.364, 0.652, -1.683)  -0.045
C (0.636, 0.770, -0.694)  -0.962
P (-0.423, 1.769, 0.363)  0.380
Br (-2.413, 0.803, -0.138)  0.113
Br (2.420, 0.942, -0.074)  0.581

---

<ii>
This record from OMol25 describes a single CH3Br2P molecule. The level of theory is ωB97M-V/def2-TZVPD.

Each line ends with the Löwdin charge.
Atoms and positions in Å:
H (0.704, 1.146, -0.981)  0.028
H (1.316, -0.518, -0.883)  0.028
Br (-0.549, -1.948, 1.376)  0.170
C (0.467, 0.130, -0.665)  -0.481
P (0.192, 0.137, 1.164)  0.062
Br (-1.714, 1.279, 1.188)  0.170
H (-0.415, -0.226, -1.200)  0.024

SMILES string: CP(Br)Br

---

<iii>
This record from OMol25 describes a single CH3Br2P molecule. The level of theory is ωB97M-V/def2-TZVPD.

Each line ends with the Löwdin charge.
Atoms and positions in Å:
C (0.491, 0.305, -0.461)  -0.980
Br (-2.359, 0.330, 0.594)  0.197
H (-0.695, -1.559, 1.124)  -0.101
P (-0.350, -0.138, 1.204)  0.331
H (0.019, -0.274, -1.417)  0.078
H (0.486, 1.345, -0.614)  -0.041
Br (2.408, -0.009, -0.429)  0.517

SMILES string: BrCPBr

---

Last place for stability: <i>

---

<i>
This record from OMol25 describes a single C5H11NO molecule. The level of theory is ωB97M-V/def2-TZVPD.

Each line ends with the Löwdin charge.
Atoms and positions in Å:
O (-0.882, 1.915, 1.214)  0.023
H (1.541, 0.625, -2.798)  0.064
C (-0.506, 1.471, 0.150)  -0.310
H (-1.367, -2.490, 1.571)  0.073
H (-1.936, -1.387, 0.182)  0.078
H (-0.313, -0.592, -1.731)  0.118
C (-0.187, -0.642, 1.190)  -0.205
H (0.699, -1.531, -0.884)  0.108
H (2.489, 0.585, -1.471)  0.082
H (-0.642, -2.527, 0.144)  0.058
H (-0.594, -0.269, 2.136)  0.112
C (1.775, -0.080, -1.993)  -0.085
C (-1.137, -1.782, 0.787)  -0.090
C (0.588, -0.448, -1.126)  -0.258
N (0.211, 0.283, 0.070)  -0.088
H (0.805, -0.995, 1.512)  0.118
H (2.247, -0.945, -2.454)  0.071
H (-0.612, 1.968, -0.816)  0.132

SMILES string: CCN(C=O)CC

---

<ii>
This record from OMol25 describes a 2-piece molecular cluster, C5H11NO overall. The level of theory is ωB97M-V/def2-TZVPD.

Each line ends with the Löwdin charge.
Atoms and positions in Å:
H (-0.070, -0.800, -1.627)  0.045
H (3.674, 1.096, 0.305)  0.075
O (0.342, 1.141, -0.387)  -0.322
C (-1.403, -1.685, -0.057)  -0.168
C (-2.587, -2.416, 0.368)  -0.128
H (-1.194, 2.362, -0.551)  0.079
H (2.734, -0.236, -0.411)  0.070
H (1.600, 2.388, 0.697)  0.104
H (1.387, 0.757, 1.432)  0.109
H (-2.734, -2.300, 1.443)  0.067
C (1.556, 1.311, 0.506)  -0.217
H (-1.458, 1.015, 0.372)  0.050
C (-0.697, -1.034, -0.807)  0.073
H (2.832, 1.331, -1.221)  0.074
C (2.775, 0.838, -0.253)  -0.090
N (-0.807, 1.780, 0.189)  0.020
H (-2.469, -3.480, 0.157)  0.076
H (-3.481, -2.066, -0.154)  0.081

SMILES string: C#CC.CCON

---

Last place for stability: <ii>

---

<i>
This record from OMol25 describes a single C5H11NO molecule. The level of theory is ωB97M-V/def2-TZVPD.

Each line ends with the Löwdin charge.
Atoms and positions in Å:
H (2.152, 0.504, -0.860)  0.074
H (0.075, -1.763, -0.041)  0.142
H (1.707, 2.098, -0.225)  0.075
C (1.082, 0.456, 1.026)  -0.265
H (3.054, 1.196, 0.503)  0.071
C (-1.240, -0.434, 1.107)  -0.091
H (1.455, -0.528, 1.360)  0.115
C (2.060, 1.100, 0.054)  -0.090
H (-2.286, -1.466, -1.427)  0.118
C (-0.634, -0.939, -0.147)  -0.254
O (-1.730, 0.451, -1.801)  -0.070
H (-1.140, 1.013, -1.267)  0.074
N (-0.233, 0.343, 0.410)  -0.118
C (-1.369, -0.866, -1.481)  -0.235
H (-2.246, -0.019, 1.095)  0.115
H (-0.946, -0.921, 2.039)  0.111
H (-0.735, -1.308, -2.266)  0.111
H (0.974, 1.082, 1.920)  0.118

SMILES string: CCN1C[C@H]1CO

---

<ii>
This record from OMol25 describes a single C5H11NO molecule. The level of theory is ωB97M-V/def2-TZVPD.

Each line ends with the Löwdin charge.
Atoms and positions in Å:
H (1.084, 1.201, -0.551)  0.138
C (-0.994, 0.600, -0.506)  -0.202
H (-0.951, 1.056, -1.503)  0.110
H (1.442, 1.349, 1.911)  0.079
H (2.021, -2.300, -0.562)  0.132
H (-0.223, 0.788, 2.195)  0.083
H (-1.663, -1.315, 0.322)  0.073
C (0.430, 0.636, 0.120)  -0.373
O (1.695, -0.830, -1.941)  0.016
C (0.433, 1.313, 1.488)  -0.066
C (-1.619, -0.787, -0.639)  -0.109
H (-1.046, -1.401, -1.342)  0.067
H (0.065, 2.340, 1.402)  0.081
N (1.053, -0.677, 0.241)  0.033
H (-1.654, 1.233, 0.104)  0.101
C (1.619, -1.301, -0.821)  -0.371
H (-2.642, -0.713, -1.021)  0.073
H (0.950, -1.191, 1.105)  0.136

SMILES string: CC[C@@H](C)NC=O

---

<iii>
This record from OMol25 describes a 2-piece molecular cluster, C5H11NO overall. The level of theory is ωB97M-V/def2-TZVPD.

Each line ends with the Löwdin charge.
Atoms and positions in Å:
N (0.227, -0.142, -1.312)  0.088
H (2.703, -0.234, -0.701)  0.060
H (1.133, -0.252, -1.662)  0.036
H (-0.912, 2.027, -0.570)  0.023
H (-0.562, -0.451, -1.896)  0.086
H (3.206, -1.300, 0.653)  0.065
H (3.114, 0.602, 0.986)  0.087
C (2.760, -0.319, 0.429)  -0.068
H (-3.285, -1.148, 0.301)  0.062
H (-2.121, 2.684, 0.120)  0.001
H (-2.179, -1.133, -1.110)  0.048
C (0.142, -0.317, 0.112)  -0.390
H (0.986, -0.383, 1.970)  0.095
C (-2.245, -1.047, -0.021)  -0.002
H (-1.278, -0.451, 1.861)  0.150
C (-1.256, -0.449, 0.649)  -0.153
O (-1.669, 2.650, -0.696)  -0.060
C (1.237, -0.336, 0.888)  -0.127

SMILES string: C=C/C(N)=C/C.O

---

<iv>
This record from OMol25 describes a single C5H11NO molecule. The level of theory is ωB97M-V/def2-TZVPD.

Each line ends with the Löwdin charge.
Atoms and positions in Å:
C (1.997, 0.054, -1.467)  -0.055
H (0.953, -1.642, -0.516)  0.134
H (2.965, -0.445, -1.587)  0.075
H (-1.215, -0.549, 1.613)  0.118
C (-2.290, 0.409, 0.029)  -0.267
H (-3.256, -0.068, 0.238)  0.115
C (-1.156, -0.464, 0.529)  -0.196
C (1.218, -0.162, 1.052)  -0.111
H (1.447, -0.023, -2.411)  0.075
H (-1.207, -1.473, 0.096)  0.122
H (1.863, 0.648, 1.383)  0.109
C (1.182, -0.584, -0.367)  -0.334
H (0.995, -0.914, 1.797)  0.104
H (-2.194, 0.521, -1.062)  0.116
O (-2.237, 1.653, 0.691)  -0.068
H (2.169, 1.114, -1.259)  0.080
N (0.103, 0.215, 0.201)  -0.090
H (-1.336, 1.708, 1.040)  0.072

SMILES string: C[C@H]1CN1CCO

---

Last place for stability: <iii>